No. 1
{"formula": "C5H10O2", "method": "ωB97M-V/def2-TZVPD", "species": ["C", "C", "O", "C", "C", "C", "O", "H", "H", "H", "H", "H", "H", "H", "H", "H", "H"], "xyz": [[-2.42394, -0.45554, -0.00952], [-0.66780, -0.51134, -0.63158], [-0.40424, 0.51104, -1.51613], [0.26112, -0.52820, 0.57844], [1.75902, -0.21132, 0.36777], [2.08134, 1.25987, 0.25294], [1.27290, 2.12986, 0.00545], [-3.00931, -1.40167, 0.15755], [-2.34209, 0.05933, 0.93311], [-2.97019, 0.11898, -0.76517], [-1.30945, -1.30796, -0.93040], [-0.10126, 1.28175, -0.99297], [-0.11942, 0.23126, 1.27781], [0.17517, -1.49642, 1.07437], [2.16848, -0.70040, -0.52655], [2.35946, -0.59362, 1.20905], [3.14222, 1.54036, 0.42008]], "e_tot_ha": -346.889703, "e_above_lowest_kj_mol": 356.4, "smiles": "C[C@@H](O)CCC=O", "charge": 0, "homo_lumo_gap_ev": 9.17}

***

No. 2
{"formula": "C5H8BrN", "method": "ωB97M-V/def2-TZVPD", "species": ["C", "C", "N", "C", "C", "C", "H", "H", "H", "H", "H", "H", "H", "Br", "H"], "xyz": [[-0.22473, -2.71711, -0.40484], [0.13475, -1.59449, -0.16863], [0.43996, -0.31024, 0.03859], [0.44783, 0.18983, 1.39432], [0.97968, 0.42007, -1.00030], [1.47054, 1.65241, -0.91589], [-0.47938, -3.71617, -0.58262], [1.46161, 0.20163, 1.80998], [0.05624, 1.21003, 1.41322], [-0.18241, -0.44570, 2.01856], [0.95189, -0.10664, -1.94603], [1.83660, 2.14725, -1.79654], [1.52653, 2.20768, 0.00293], [-4.89713, 0.37343, 0.19186], [-3.52197, 0.48801, -0.05462]], "e_tot_ha": -2823.978667, "e_above_lowest_kj_mol": 185.7, "smiles": "C#CN(C)C=C.Br", "charge": 0, "homo_lumo_gap_ev": 8.79}

***

No. 3
{"formula": "C40H60F3N2O3P3Ti", "method": "ωB97M-V/def2-TZVPD", "species": ["Ti", "C", "C", "C", "O", "C", "O", "O", "H", "H", "H", "H", "H", "H", "H", "C", "P", "C", "N", "C", "C", "C", "C", "C", "C", "N", "C", "P", "C", "C", "C", "C", "C", "C", "C", "C", "C", "H", "H", "H", "H", "H", "H", "H", "H", "H", "H", "H", "H", "H", "H", "H", "H", "H", "H", "H", "H", "H", "H", "H", "H", "H", "H", "H", "H", "C", "C", "C", "P", "C", "C", "C", "C", "C", "C", "H", "H", "H", "H", "H", "H", "H", "H", "H", "H", "H", "H", "H", "H", "H", "H", "H", "H", "H", "H", "H", "F", "C", "F", "F", "C", "C", "C", "C", "C", "C", "C", "C", "H", "H", "H", "H"], "xyz": [[0.72870, -0.45190, 0.58296], [2.27597, 2.38014, 3.25596], [1.81416, 0.93284, 3.23251], [1.51127, 0.41112, 4.62999], [0.63761, 0.76756, 2.40616], [2.87209, 0.02899, 2.56168], [4.02134, 0.00278, 2.93706], [2.38670, -0.70317, 1.59690], [1.51889, 3.00827, 3.73107], [2.45713, 2.74679, 2.24923], [3.19758, 2.44485, 3.83431], [0.80218, 1.07165, 5.13240], [2.43003, 0.36961, 5.21391], [1.07838, -0.58861, 4.57747], [0.06716, 1.54978, 2.40013], [-1.14583, -0.92744, -2.32890], [-0.85268, 0.88785, -2.32081], [0.57948, 1.04276, -1.18031], [1.58032, 0.08733, -1.28424], [2.88383, 0.52957, -1.11776], [3.96965, -0.28242, -1.47071], [5.25490, 0.17253, -1.28993], [5.49471, 1.44023, -0.74403], [4.44220, 2.24332, -0.38099], [3.12200, 1.80131, -0.56359], [2.08800, 2.58246, -0.11818], [0.86036, 2.26133, -0.47154], [-0.32469, 3.37876, 0.41851], [-2.03525, 3.05676, -0.13290], [-0.03049, 5.13840, -0.20495], [1.45020, 5.46646, -0.38755], [-0.76879, 5.45392, -1.50636], [-0.59461, 6.04150, 0.90210], [0.05294, 1.10764, -3.97158], [0.93937, 2.35211, -3.88265], [-1.04512, 1.35186, -5.01244], [0.91192, -0.07509, -4.41965], [-1.68691, -1.17220, -3.24545], [-1.77097, -1.20586, -1.48065], [-0.22346, -1.50951, -2.31471], [3.77285, -1.25748, -1.89449], [6.09173, -0.45478, -1.56821], [6.51262, 1.77575, -0.59778], [4.59622, 3.21893, 0.06139], [-2.66178, 3.73784, 0.44949], [-2.29728, 2.04099, 0.14861], [-2.23332, 3.19202, -1.19074], [1.89604, 4.89592, -1.20160], [2.02734, 5.26252, 0.51210], [1.53914, 6.53006, -0.62656], [-0.47406, 4.78898, -2.31992], [-0.53491, 6.47760, -1.81078], [-1.84996, 5.38599, -1.39224], [-0.03807, 5.91860, 1.83219], [-1.64605, 5.82584, 1.10634], [-0.52634, 7.08744, 0.59255], [0.39978, 3.20468, -3.46326], [1.28186, 2.63334, -4.88173], [1.82341, 2.17426, -3.26650], [-1.61112, 2.25829, -4.79029], [-1.75055, 0.51861, -5.06216], [-0.59687, 1.46195, -6.00371], [1.65335, -0.34931, -3.66977], [1.44147, 0.19379, -5.33810], [0.30786, -0.95564, -4.64092], [-1.92079, -3.68426, -0.14897], [-0.46647, -4.08252, -0.42136], [-0.33980, -5.60581, -0.37184], [0.78849, -3.13983, 0.57166], [0.71139, -3.81551, 2.29325], [-0.58338, -3.37151, 2.97788], [1.90406, -3.41885, 3.16048], [2.44276, -3.64996, -0.10548], [2.99992, -5.03753, 0.23684], [2.46542, -3.44831, -1.62072], [-2.52800, -3.91017, -1.02739], [-2.03510, -2.62750, 0.08966], [-2.33182, -4.26285, 0.67904], [-0.23119, -3.75744, -1.44144], [-0.57615, -5.98575, 0.62396], [0.64801, -5.96461, -0.64627], [-1.05991, -6.05211, -1.06118], [0.70624, -4.90688, 2.19035], [-0.62841, -2.28180, 3.05366], [-0.62310, -3.78312, 3.98871], [-1.47582, -3.69281, 2.44715], [1.92887, -2.34631, 3.32623], [2.86537, -3.69693, 2.73248], [1.81110, -3.90893, 4.13205], [3.09762, -2.89953, 0.35196], [2.62838, -5.79860, -0.44767], [2.77265, -5.36340, 1.25038], [4.08673, -5.02375, 0.13391], [1.89800, -4.23411, -2.12417], [3.49203, -3.51028, -1.98844], [2.05479, -2.48051, -1.91920], [-8.76631, -1.56019, 1.17906], [-8.27773, -0.30056, 1.24136], [-8.73634, 0.22650, 2.39569], [-8.84502, 0.38898, 0.23632], [-6.78291, -0.28275, 1.17699], [-6.06068, -0.72616, 2.27968], [-4.68179, -0.74648, 2.23563], [-4.00490, -0.32459, 1.08455], [-4.74402, 0.12261, -0.01586], [-6.12641, 0.14241, 0.03127], [-2.58041, -0.35619, 1.01279], [-1.36780, -0.40309, 0.87699], [-6.57816, -1.05277, 3.17228], [-4.11170, -1.09015, 3.08797], [-4.22028, 0.45454, -0.90337], [-6.69107, 0.48892, -0.82331]], "e_tot_ha": -4068.615829, "e_above_lowest_kj_mol": 0.0, "multiplicity": 3, "charge": 0, "homo_lumo_gap_ev": [7.05, 7.07]}

***

No. 4
{"formula": "C36H40N6O4SSn", "method": "ωB97M-V/def2-TZVPD", "species": ["Sn", "C", "C", "C", "N", "C", "C", "C", "C", "C", "C", "C", "N", "C", "C", "C", "N", "C", "C", "C", "C", "C", "C", "C", "N", "C", "C", "H", "H", "H", "H", "H", "H", "H", "H", "H", "H", "H", "H", "H", "H", "H", "H", "H", "H", "H", "H", "H", "H", "H", "H", "H", "H", "C", "C", "C", "C", "C", "C", "C", "S", "O", "O", "N", "C", "C", "C", "C", "C", "N", "H", "H", "H", "H", "H", "H", "H", "H", "H", "H", "H", "C", "C", "O", "O", "H", "H", "H"], "xyz": [[0.01253, -0.20495, -0.11466], [-2.42911, -1.08121, 3.04379], [-1.86667, -2.49571, 2.89877], [-1.02102, -2.69410, 1.63477], [0.01627, -1.67160, 1.48497], [1.06668, -1.72156, 2.30512], [1.27933, -2.80948, 3.17119], [2.21462, -3.06950, 4.16249], [3.25031, -2.29969, 4.64121], [3.59451, -1.05358, 4.14214], [3.06691, -0.33637, 3.09104], [1.99075, -0.57308, 2.19597], [1.71745, 0.26486, 1.21745], [2.70086, 1.32062, 0.96034], [2.49727, 2.05926, -0.34432], [1.20657, 2.84291, -0.38306], [0.03587, 2.02748, -0.07744], [-1.12489, 2.63508, -0.00075], [-1.25862, 4.01257, -0.32351], [-2.29867, 4.90933, -0.21444], [-3.58876, 4.73278, 0.26053], [-4.10827, 3.52348, 0.66629], [-3.54543, 2.25544, 0.68667], [-2.26079, 1.76155, 0.37820], [-1.98058, 0.46193, 0.43937], [-3.09475, -0.47887, 0.60765], [-3.54544, -0.74478, 2.05418], [-1.61779, -0.35764, 2.92713], [-2.80639, -0.95297, 4.06007], [-2.68959, -3.21690, 2.86037], [-1.28189, -2.73490, 3.78878], [-1.64530, -2.65583, 0.75475], [-0.57914, -3.69462, 1.62651], [0.57586, -3.61644, 3.05184], [2.08571, -4.03372, 4.64392], [3.83534, -2.69330, 5.46200], [4.42354, -0.56154, 4.64058], [3.56580, 0.60628, 2.93998], [3.69920, 0.87387, 0.95126], [2.67086, 2.04587, 1.78521], [2.54698, 1.36444, -1.17669], [3.32798, 2.75450, -0.47976], [1.10474, 3.31542, -1.36726], [1.25552, 3.65204, 0.35763], [-0.36468, 4.45458, -0.73314], [-2.05474, 5.91304, -0.54780], [-4.23359, 5.60066, 0.30316], [-5.13571, 3.54972, 1.01542], [-4.23104, 1.50834, 1.04630], [-2.79454, -1.40937, 0.14207], [-3.94701, -0.11838, 0.02466], [-4.25274, -1.57973, 2.00929], [-4.10594, 0.10645, 2.44500], [0.13105, -6.50494, -4.19262], [0.78079, -5.27978, -3.61159], [1.45721, -4.38343, -4.43221], [2.02162, -3.22912, -3.91519], [1.90559, -2.96898, -2.55931], [1.25548, -3.85929, -1.71655], [0.70176, -5.00971, -2.24752], [2.54645, -1.47937, -1.87595], [2.89163, -1.75606, -0.50725], [3.53806, -0.96799, -2.78361], [1.31113, -0.42369, -1.78993], [0.71027, 0.19587, -2.88435], [1.23638, 0.30709, -4.17346], [0.46695, 0.95271, -5.11820], [-0.77069, 1.48782, -4.77105], [-1.18567, 1.35709, -3.46197], [-0.46025, 0.72746, -2.54129], [0.75810, -6.95789, -4.96094], [-0.82257, -6.24450, -4.65723], [-0.06489, -7.25186, -3.42406], [1.54364, -4.59222, -5.49201], [2.56348, -2.54120, -4.54863], [1.19376, -3.64605, -0.65761], [0.19575, -5.71163, -1.59465], [2.20914, -0.09447, -4.40540], [0.83430, 1.05003, -6.13219], [-1.38910, 1.99798, -5.49565], [-2.13315, 1.76390, -3.12515], [-2.41504, -3.36813, -2.13857], [-1.32878, -2.30739, -2.24502], [-0.83770, -2.01945, -3.31996], [-1.01606, -1.78886, -1.08473], [-2.43810, -3.97007, -3.04383], [-3.38186, -2.87247, -2.02171], [-2.25734, -4.00172, -1.26514]], "e_tot_ha": -2637.833717, "e_above_lowest_kj_mol": 0.0, "charge": 0, "homo_lumo_gap_ev": 7.42}